# 1
Entry from OMol25: one molecule with the formula C6H11NO at a distorted geometry (the ωB97M-V functional and the def2-TZVPD basis).

Values from the calculation:
energy: -9936.2673 eV
maximum force: 3.7 eV/Å
E_HOMO: -7.45 eV
E_LUMO: 0.0371 Ha
SMILES: CC1=C(C)OCCN1
HOMO-LUMO gap: 8.5 eV

Geometry as XYZ:
```
19
Properties=species:S:1:pos:R:3:forces:R:3:nbo_charge:R:1
C 1.502810 0.834551 -1.310036 -0.11 0.10 0.06 -0.6345
C 0.693944 0.143785 -0.248605 -1.37 0.44 0.19 0.0979
C -0.524392 -0.391626 -0.504555 0.76 -0.56 -1.38 0.2131
C -1.166165 -0.366010 -1.859810 0.33 -0.27 -0.03 -0.6582
O -1.268745 -1.156651 0.388447 0.14 1.53 0.45 -0.5080
C -1.271229 -0.373722 1.553850 2.39 -0.68 2.42 -0.0941
C 0.437704 -0.356957 2.079232 -3.51 -0.16 -1.26 -0.2238
N 1.189113 0.244201 1.047064 1.26 0.26 0.18 -0.6142
H 1.849596 0.123840 -2.061237 0.05 0.04 -0.02 0.2243
H 0.918493 1.603100 -1.817953 0.02 -0.01 -0.06 0.2180
H 2.378212 1.319219 -0.868340 -0.09 -0.12 -0.04 0.2151
H -0.719728 -1.130081 -2.498880 -0.13 -0.02 -0.23 0.2145
H -2.227823 -0.582127 -1.754909 0.02 -0.02 0.00 0.2294
H -1.058437 0.597818 -2.352767 0.06 0.05 -0.05 0.2110
H -1.764134 0.599689 1.441008 0.41 -0.10 -0.22 0.1705
H -1.745612 -0.922800 2.362854 -0.26 -0.11 -0.09 0.1772
H 0.575564 -1.435623 2.081667 0.26 -0.06 0.32 0.1879
H 0.614128 0.098845 3.049169 -0.11 -0.04 -0.02 0.1997
H 1.586703 1.150547 1.273800 -0.10 -0.29 -0.21 0.3742
```
Positions in Å, forces in eV/Å.

---

# 2
Entry from OMol25: a 2-piece molecular cluster, C6H11NO overall at a distorted geometry (the ωB97M-V functional and the def2-TZVPD basis).

Values from the calculation:
energy: -9936.7835 eV
maximum force: 2.2 eV/Å
E_HOMO: -9.93 eV
E_LUMO: 0.0347 Ha
SMILES: CC(C)C#N.CC=O
HOMO-LUMO gap: 10.9 eV

Geometry as XYZ:
```
19
Properties=species:S:1:pos:R:3:forces:R:3:nbo_charge:R:1
C 2.319484 -0.452532 0.927048 0.06 0.07 0.18 -0.5885
C 1.234204 0.581379 0.631762 -1.11 -0.71 0.45 -0.2900
C 1.273207 1.066991 -0.790751 -1.24 0.38 -0.89 -0.6324
C -0.092892 -0.076841 1.053394 1.88 0.29 0.86 0.2911
N -0.818097 -0.644952 1.746791 -0.14 0.18 -0.46 -0.3591
H 2.198632 -1.321821 0.283098 -0.01 -0.02 -0.03 0.2139
H 3.298714 -0.017196 0.738108 0.06 0.05 -0.05 0.2157
H 2.279555 -0.780216 1.962528 0.03 -0.05 0.07 0.2201
H 1.317414 1.426154 1.324077 0.01 -0.08 -0.09 0.2387
H 0.265777 1.449454 -1.097648 1.39 0.10 0.37 0.2720
H 2.027262 1.841628 -0.911584 0.08 -0.07 -0.05 0.2149
H 1.450584 0.248802 -1.497225 0.24 0.05 0.19 0.2106
C -2.554224 -1.102406 -0.628708 0.40 -0.25 0.23 -0.7256
C -2.089819 0.319133 -0.562499 -1.32 0.69 -1.61 0.4495
O -1.456277 0.874416 -1.447258 -0.65 -0.71 0.83 -0.5680
H -2.592319 -1.527802 0.373896 -0.09 0.00 -0.11 0.2491
H -1.890260 -1.696419 -1.253988 -0.04 -0.01 -0.07 0.2274
H -3.561958 -1.115638 -1.051512 0.02 0.11 -0.04 0.2385
H -2.608986 0.927867 0.200470 0.43 -0.01 0.23 0.1219
```
Positions in Å, forces in eV/Å.

---

# 3
Entry from OMol25: one molecule with the formula C6H11NO at a distorted geometry (the ωB97M-V functional and the def2-TZVPD basis).

Values from the calculation:
energy: -9936.6148 eV
maximum force: 1.3 eV/Å
E_HOMO: -7.66 eV
E_LUMO: 0.0384 Ha
SMILES: CN/C=C/CCC=O
HOMO-LUMO gap: 8.7 eV

Geometry as XYZ:
```
19
Properties=species:S:1:pos:R:3:forces:R:3:nbo_charge:R:1
C 0.814732 2.766327 -2.255961 0.67 -0.36 0.54 -0.3973
N 1.258883 1.688388 -1.384917 0.16 -0.04 0.26 -0.6161
C 0.368367 0.928185 -0.663191 -0.22 0.40 -0.63 0.0327
C 0.553050 -0.279674 -0.141429 0.29 -0.64 0.12 -0.3203
C -0.567579 -1.088902 0.436636 -0.93 0.95 0.05 -0.4092
C -0.274731 -1.756077 1.782704 -0.66 0.03 -0.53 -0.5106
C -1.530648 -2.367731 2.362735 0.56 0.01 0.51 0.4568
O -2.274684 -3.108926 1.784307 -0.16 -0.01 -0.17 -0.5206
H -0.247448 2.656000 -2.446700 -0.10 0.15 -0.11 0.1978
H 1.366061 2.712440 -3.192131 -0.14 0.04 -0.17 0.1991
H 1.036070 3.726495 -1.791614 -0.25 0.25 -0.12 0.1859
H 2.173594 1.302334 -1.535065 -0.02 0.00 -0.13 0.3807
H -0.597660 1.421436 -0.607532 -0.17 -0.21 0.10 0.1781
H 1.543377 -0.729831 -0.179754 -0.03 -0.05 -0.14 0.1878
H -1.404744 -0.382414 0.544589 0.07 0.01 0.39 0.1975
H -1.039264 -1.795521 -0.247781 0.61 -0.42 -0.14 0.2199
H 0.429496 -2.576030 1.609403 0.22 0.17 0.33 0.2323
H 0.083786 -1.009586 2.491391 0.39 -0.21 -0.02 0.2121
H -1.690658 -2.106912 3.434312 -0.27 -0.09 -0.12 0.0935
```
Positions in Å, forces in eV/Å.

---

# 4
Entry from OMol25: one molecule with the formula C6H11NO2 at a distorted geometry (the ωB97M-V functional and the def2-TZVPD basis).

Values from the calculation:
energy: -11984.0044 eV
maximum force: 1.8 eV/Å
E_HOMO: -8.71 eV
E_LUMO: 0.0299 Ha
SMILES: C=N/C(C)=C(\C)C(O)O
HOMO-LUMO gap: 9.5 eV

Geometry as XYZ:
```
20
Properties=species:S:1:pos:R:3:forces:R:3:nbo_charge:R:1
C -0.493347 0.007419 2.778791 0.61 0.80 -0.50 -0.0496
N 0.128555 0.765693 1.946337 -0.49 -1.56 0.67 -0.3973
C 0.467921 0.127587 0.685220 -0.73 0.53 0.38 0.1620
C 1.794089 -0.578255 0.689267 0.47 0.15 0.10 -0.6592
C -0.403273 0.249683 -0.323017 0.67 -0.88 -1.22 -0.1045
C -1.679237 1.049690 -0.269728 0.01 0.04 0.15 -0.6475
C -0.171272 -0.390804 -1.743268 0.03 0.67 1.17 0.3558
O 0.174109 0.619291 -2.658935 -0.23 0.56 0.00 -0.7226
O 0.829105 -1.371564 -1.795048 -0.04 -0.48 0.11 -0.7257
H -0.772457 -1.041097 2.566489 0.12 0.40 -0.07 0.1547
H -0.758850 0.392112 3.777142 0.14 -0.03 -0.51 0.1757
H 1.651579 -1.660943 0.759072 0.10 0.14 -0.15 0.2349
H 2.385077 -0.336829 -0.199213 -0.25 -0.31 0.09 0.2370
H 2.401835 -0.266386 1.546112 -0.33 0.03 -0.01 0.2209
H -2.541541 0.375223 -0.257074 -0.04 0.12 -0.05 0.2136
H -1.761610 1.698652 -1.147594 -0.01 -0.20 0.00 0.2260
H -1.742114 1.695903 0.610087 0.11 -0.22 -0.08 0.2317
H -1.110903 -0.851021 -2.066529 -0.09 0.36 -0.16 0.1414
H 0.787367 1.206247 -2.185523 -0.19 -0.19 -0.32 0.4743
H 0.814967 -1.690602 -2.712588 0.15 0.09 0.41 0.4785
```
Positions in Å, forces in eV/Å.

---

# 5
Entry from OMol25: a 2-piece molecular cluster, C6H11NO2 overall (the ωB97M-V functional and the def2-TZVPD basis).

Values from the calculation:
energy: -11984.3445 eV
maximum force: 0.5 eV/Å
E_HOMO: -8.25 eV
E_LUMO: 0.0150 Ha
SMILES: C=C(O)C(C)=O.C=CN
HOMO-LUMO gap: 8.7 eV

Geometry as XYZ:
```
20
Properties=species:S:1:pos:R:3:forces:R:3:nbo_charge:R:1
C 2.369940 0.911459 -0.332219 -0.25 -0.20 0.36 -0.4420
C 1.556763 0.322062 0.546330 0.31 0.29 0.12 0.1995
O 1.495961 0.712239 1.841082 -0.09 -0.02 0.04 -0.6751
C 0.657070 -0.826684 0.247318 -0.08 -0.27 0.03 0.5592
C 0.653421 -1.402062 -1.137279 -0.13 -0.13 0.09 -0.7193
O 0.008818 -1.300269 1.167040 0.37 0.00 -0.19 -0.5909
H 2.416095 0.602105 -1.357176 -0.07 -0.15 -0.21 0.2058
H 2.998414 1.727546 -0.025566 0.13 0.16 0.10 0.2161
H 0.864923 0.105735 2.274986 0.14 0.08 -0.14 0.4962
H -0.079661 -2.202405 -1.197108 -0.02 0.00 0.03 0.2348
H 0.418564 -0.633824 -1.867675 0.01 0.07 -0.07 0.2421
H 1.639816 -1.803991 -1.361164 0.08 -0.03 -0.05 0.2404
C -1.235088 1.393403 -0.224068 -0.10 0.09 -0.15 -0.5389
C -2.052616 0.344394 -0.259166 -0.17 0.16 -0.05 0.0150
N -2.587757 -0.277425 0.844376 -0.27 -0.05 0.15 -0.7976
H -0.906583 1.824028 0.705979 0.09 0.06 0.26 0.1980
H -0.912258 1.883079 -1.123598 0.02 0.03 -0.23 0.2077
H -2.393235 -0.061397 -1.203448 0.01 -0.03 -0.09 0.1875
H -2.128143 -0.057262 1.715958 -0.04 -0.13 -0.06 0.3794
H -2.784443 -1.260732 0.745399 0.07 0.06 0.05 0.3822
```
Positions in Å, forces in eV/Å.

---

# 6
Entry from OMol25: a 2-piece molecular cluster, C6H11NO2 overall at a distorted geometry (the ωB97M-V functional and the def2-TZVPD basis).

Values from the calculation:
energy: -11979.5648 eV
maximum force: 3.2 eV/Å
E_HOMO: -8.46 eV
E_LUMO: 0.0277 Ha
SMILES: CC(C)=[N+]([O-])O.C#CC
HOMO-LUMO gap: 9.2 eV

Geometry as XYZ:
```
20
Properties=species:S:1:pos:R:3:forces:R:3:nbo_charge:R:1
C 0.793626 -1.413379 -1.206569 -0.10 -1.03 -3.03 -0.6613
C 0.981086 -0.624179 0.001840 0.25 0.29 0.76 0.1747
C 0.519843 -1.239579 1.292888 -0.11 1.67 1.10 -0.6720
N 1.563940 0.530953 -0.190804 -0.01 0.29 0.44 0.3419
O 1.986497 0.963365 -1.287613 -0.18 0.19 0.36 -0.5318
O 1.723922 1.420384 0.941659 -0.75 -1.95 0.51 -0.5831
H 1.827778 -1.713271 -1.549809 -1.04 0.04 0.03 0.2429
H 0.323416 -0.843064 -2.104868 0.91 -0.66 1.67 0.2520
H 0.158676 -2.342535 -1.075755 0.89 1.11 0.25 0.2204
H -0.591474 -1.204161 1.231014 0.77 -0.62 0.34 0.2519
H 0.817626 -0.592749 2.131859 -0.27 0.03 -0.22 0.2372
H 0.942437 -2.213186 1.602850 -0.32 0.21 -0.98 0.2350
H 2.065371 2.252432 0.625556 0.33 0.26 -1.10 0.4908
C -2.245966 -0.589049 -0.653082 1.22 0.92 0.08 -0.2600
C -1.796065 0.441062 -0.197908 -1.50 0.30 0.18 0.0034
C -1.678260 1.813457 0.313391 -2.61 1.45 -0.49 -0.7035
H -2.247832 -1.485959 -1.214323 -0.42 -0.36 0.02 0.2342
H -1.240010 2.487415 -0.409044 0.34 -0.09 -0.44 0.2443
H -1.189934 2.018363 1.222803 1.07 -0.60 1.16 0.2434
H -2.714684 2.333683 0.525911 1.53 -1.47 -0.66 0.2396
```
Positions in Å, forces in eV/Å.

---

> The highest HOMO-LUMO gap belongs to which entry?

number 2

---

> What is the formula in the first record?

C6H11NO

---

Copy entry 2 word for word.
Entry from OMol25: a 2-piece molecular cluster, C6H11NO overall at a distorted geometry (the ωB97M-V functional and the def2-TZVPD basis).

Values from the calculation:
energy: -9936.7835 eV
maximum force: 2.2 eV/Å
E_HOMO: -9.93 eV
E_LUMO: 0.0347 Ha
SMILES: CC(C)C#N.CC=O
HOMO-LUMO gap: 10.9 eV

Geometry as XYZ:
```
19
Properties=species:S:1:pos:R:3:forces:R:3:nbo_charge:R:1
C 2.319484 -0.452532 0.927048 0.06 0.07 0.18 -0.5885
C 1.234204 0.581379 0.631762 -1.11 -0.71 0.45 -0.2900
C 1.273207 1.066991 -0.790751 -1.24 0.38 -0.89 -0.6324
C -0.092892 -0.076841 1.053394 1.88 0.29 0.86 0.2911
N -0.818097 -0.644952 1.746791 -0.14 0.18 -0.46 -0.3591
H 2.198632 -1.321821 0.283098 -0.01 -0.02 -0.03 0.2139
H 3.298714 -0.017196 0.738108 0.06 0.05 -0.05 0.2157
H 2.279555 -0.780216 1.962528 0.03 -0.05 0.07 0.2201
H 1.317414 1.426154 1.324077 0.01 -0.08 -0.09 0.2387
H 0.265777 1.449454 -1.097648 1.39 0.10 0.37 0.2720
H 2.027262 1.841628 -0.911584 0.08 -0.07 -0.05 0.2149
H 1.450584 0.248802 -1.497225 0.24 0.05 0.19 0.2106
C -2.554224 -1.102406 -0.628708 0.40 -0.25 0.23 -0.7256
C -2.089819 0.319133 -0.562499 -1.32 0.69 -1.61 0.4495
O -1.456277 0.874416 -1.447258 -0.65 -0.71 0.83 -0.5680
H -2.592319 -1.527802 0.373896 -0.09 0.00 -0.11 0.2491
H -1.890260 -1.696419 -1.253988 -0.04 -0.01 -0.07 0.2274
H -3.561958 -1.115638 -1.051512 0.02 0.11 -0.04 0.2385
H -2.608986 0.927867 0.200470 0.43 -0.01 0.23 0.1219
```
Positions in Å, forces in eV/Å.